{"formula": "C34H48N7O2PPmS", "method": "wB97M-V/def2-TZVPD", "gap_ev": [8.2, 8.2], "total_charge": 1, "homo_ev": [-10.98, -10.99], "multiplicity": 5, "relative_energy_kcal_mol": 25.0, "e_lumo_ev": [-2.83, -2.80], "max_force_ev_per_a": 1.7, "elements": ["Pm", "N", "C", "C", "C", "C", "C", "N", "C", "C", "C", "C", "C", "N", "H", "H", "H", "H", "H", "H", "H", "H", "H", "S", "C", "N", "N", "C", "O", "C", "C", "N", "C", "N", "H", "H", "C", "C", "C", "C", "C", "C", "P", "C", "C", "C", "C", "C", "C", "C", "C", "C", "C", "C", "C", "H", "H", "H", "H", "H", "H", "H", "H", "H", "H", "H", "H", "H", "H", "H", "H", "H", "H", "H", "H", "H", "H", "H", "H", "H", "H", "H", "H", "H", "H", "H", "H", "H", "C", "O", "H", "H", "H", "H"], "positions_angstrom": [[-0.015, 2.051, -0.182], [2.213, 0.614, 2.322], [1.135, 1.252, 2.920], [1.107, 1.310, 4.320], [0.106, 2.018, 4.943], [-0.861, 2.644, 4.160], [-0.800, 2.486, 2.795], [0.160, 1.778, 2.170], [2.931, 1.027, 1.197], [4.329, 1.071, 1.293], [5.062, 1.543, 0.226], [4.397, 1.913, -0.939], [3.026, 1.767, -0.982], [2.291, 1.334, 0.062], [2.835, 0.236, 3.029], [1.890, 0.839, 4.894], [0.086, 2.112, 6.017], [-1.638, 3.241, 4.606], [-1.547, 2.950, 2.153], [4.823, 0.781, 2.207], [6.134, 1.636, 0.298], [4.938, 2.307, -1.783], [2.468, 2.006, -1.892], [-3.059, 1.669, -3.522], [-1.663, 1.958, -2.843], [-0.602, 2.147, -2.344], [0.440, 5.520, -1.987], [0.690, 4.820, -0.860], [-0.261, 4.202, -0.276], [2.011, 4.770, -0.340], [2.159, 4.127, 0.880], [2.221, 3.566, 1.893], [3.113, 5.358, -0.969], [4.013, 5.825, -1.511], [-0.497, 5.557, -2.346], [1.150, 6.097, -2.403], [1.863, -4.281, 1.530], [1.254, -3.287, 2.514], [0.146, -2.466, 1.834], [0.408, -2.309, 0.329], [1.919, -2.177, 0.132], [2.577, -3.538, 0.392], [-0.519, -0.870, -0.435], [-0.592, -1.277, -2.267], [0.643, -0.743, -3.007], [0.522, -1.123, -4.482], [0.677, -2.642, -4.658], [0.314, -3.390, -3.373], [-0.878, -2.735, -2.683], [-2.324, -1.110, 0.043], [-2.587, -0.565, 1.451], [-4.088, -0.355, 1.697], [-4.928, -1.379, 0.927], [-4.158, -2.688, 0.801], [-2.923, -2.518, -0.096], [1.069, -4.913, 1.130], [2.566, -4.935, 2.045], [2.040, -2.632, 2.889], [0.837, -3.821, 3.369], [0.089, -1.478, 2.301], [-0.807, -2.972, 1.988], [0.080, -3.209, -0.202], [2.300, -1.436, 0.836], [2.172, -1.830, -0.870], [3.629, -3.385, 0.640], [2.538, -4.146, -0.514], [-1.436, -0.652, -2.595], [1.565, -1.173, -2.613], [0.693, 0.348, -2.895], [1.281, -0.599, -5.062], [-0.454, -0.795, -4.845], [1.703, -2.888, -4.936], [0.034, -2.980, -5.470], [1.165, -3.415, -2.692], [0.061, -4.424, -3.612], [-1.172, -3.346, -1.832], [-1.713, -2.733, -3.384], [-2.837, -0.450, -0.672], [-2.039, 0.375, 1.609], [-2.216, -1.277, 2.184], [-4.391, 0.656, 1.420], [-4.277, -0.458, 2.767], [-5.168, -1.008, -0.071], [-5.869, -1.550, 1.449], [-4.800, -3.463, 0.381], [-3.862, -3.015, 1.798], [-3.213, -2.681, -1.133], [-2.194, -3.280, 0.177], [-3.288, 3.452, -0.260], [-2.612, 2.215, 0.025], [-4.023, 3.666, 0.521], [-3.783, 3.401, -1.232], [-2.531, 4.235, -0.279], [-3.246, 1.520, -0.214]], "forces_ev_per_a": [[-0.279, -0.605, 0.082], [0.199, -0.267, 0.253], [-0.327, 0.048, 0.144], [-0.127, 0.019, -0.166], [0.044, -0.078, -0.354], [-0.064, 0.031, -0.183], [-0.065, 0.100, 0.266], [0.313, -0.422, 1.340], [0.304, 0.045, -0.313], [-0.242, -0.059, -0.179], [-0.344, -0.086, -0.036], [-0.179, -0.033, -0.051], [0.151, -0.020, -0.093], [0.731, -0.322, 0.298], [-0.124, 0.094, -0.212], [0.106, -0.023, 0.034], [0.011, -0.022, 0.136], [-0.128, 0.057, 0.012], [0.042, -0.083, 0.100], [-0.026, 0.020, 0.146], [0.092, -0.008, 0.017], [-0.033, 0.012, -0.134], [0.140, -0.010, 0.159], [-0.828, -0.182, -0.269], [0.948, 0.134, 0.114], [-0.440, 0.081, -1.056], [-0.021, -0.313, 0.535], [0.713, 1.281, -0.761], [-0.482, 1.043, 0.129], [-1.051, -0.199, -0.364], [0.198, -0.204, 1.374], [0.154, 0.564, -0.340], [0.308, 0.162, -0.296], [0.222, 0.123, -0.192], [0.002, -0.051, -0.007], [0.041, -0.014, -0.033], [0.161, 0.073, 0.124], [-0.103, -0.208, -0.081], [0.027, -0.062, 0.002], [-0.119, 0.555, -0.141], [0.046, -0.150, -0.263], [-0.067, 0.031, 0.033], [-0.629, -1.527, -0.363], [0.173, 0.407, 0.326], [-0.118, 0.232, -0.180], [0.221, 0.058, 0.063], [0.037, 0.008, 0.073], [-0.188, 0.005, -0.135], [0.079, -0.136, 0.141], [0.502, 0.228, 0.126], [-0.034, 0.235, 0.000], [0.072, -0.096, -0.036], [0.020, -0.139, 0.167], [-0.146, 0.074, -0.138], [-0.121, 0.059, 0.066], [-0.024, -0.081, 0.000], [-0.035, -0.098, -0.015], [0.068, 0.067, 0.082], [0.049, 0.094, 0.078], [-0.099, -0.015, 0.035], [-0.114, 0.085, 0.038], [-0.055, 0.057, 0.028], [-0.027, 0.017, -0.040], [0.058, 0.036, 0.040], [0.023, -0.047, -0.032], [0.082, 0.027, -0.041], [0.110, -0.086, 0.049], [0.058, 0.057, 0.059], [0.091, -0.332, -0.051], [-0.067, 0.045, -0.091], [-0.007, 0.071, -0.040], [0.013, -0.001, -0.069], [0.014, -0.053, -0.059], [0.100, -0.047, 0.078], [0.083, -0.059, 0.073], [-0.122, -0.002, -0.052], [-0.145, -0.055, 0.025], [0.025, -0.038, -0.067], [-0.140, -0.270, 0.115], [0.133, 0.009, 0.038], [-0.035, 0.139, 0.035], [-0.060, 0.087, 0.037], [-0.081, 0.029, -0.085], [-0.071, 0.064, -0.098], [0.022, -0.079, 0.072], [0.019, -0.099, 0.079], [0.071, -0.071, -0.029], [0.093, -0.058, -0.110], [-0.129, 0.604, 0.013], [-0.121, -0.277, -0.109], [0.082, -0.053, -0.073], [0.085, -0.024, 0.056], [-0.179, -0.077, 0.015], [0.461, -0.029, 0.135]]}